Entry 1:
The following is a quantum chemistry calculation of an isolated ion of composition C3H9BrP and charge +1 in a non-equilibrium geometry, from the Open Molecules 2025 dataset.

Summary:
Energy above the lowest of the compared OMol25 structures with the same formula, charge and spin, kcal/mol: 0.0
Net charge: +1
HOMO, eV: -15.22
Electronic energy, Eh: -3034.80354
F_max, eV/Å: 3.39

Structure (XYZ):
```
14
Properties=species:S:1:pos:R:3:mulliken_charge:R:1
C -0.48836 0.65081 1.28028 -1.039
C -0.03414 1.15536 -1.58049 -0.996
C 0.58954 -1.50100 -0.57024 -0.933
P 0.62164 0.23941 -0.10519 0.746
Br 2.95267 0.83359 0.59837 -0.123
H -0.70599 -0.25791 1.78279 0.393
H -1.44594 0.88688 0.87534 0.416
H 0.02608 1.31934 1.89115 0.356
H 0.76352 1.24273 -2.31486 0.354
H -0.56333 2.17906 -1.23490 0.350
H -0.86161 0.52755 -1.85615 0.421
H 0.44666 -1.73502 -1.62023 0.364
H -0.24148 -1.98449 0.04559 0.331
H 1.51158 -2.09016 -0.31938 0.362
```

Entry 2:
The following is a quantum chemistry calculation of Cl2N2O14 as an isolated structure in a non-equilibrium geometry, from the Open Molecules 2025 dataset.

Summary:
Energy above the lowest of the compared OMol25 structures with the same formula, charge and spin, kcal/mol: 176.4
Net charge: -4
HOMO, eV: 5.69
Electronic energy, Eh: -2081.93031
F_max, eV/Å: 7.99

Structure (XYZ):
```
18
Properties=species:S:1:pos:R:3:mulliken_charge:R:1
N 0.43130 -3.18917 1.88859 0.817
O 0.68901 -4.32198 2.45992 -0.807
O 0.65790 -3.12125 0.62045 -0.554
O -0.35875 -2.42785 2.31805 -0.469
N -2.73592 0.39688 0.50979 0.900
O -3.62839 0.45540 -0.36590 -0.793
O -2.71706 1.23490 1.39346 -0.712
O -1.98152 -0.59012 0.69443 -0.419
Cl 1.05673 2.49744 -2.67708 1.654
O 1.12474 1.60674 -1.57674 -0.359
O 0.46453 3.77171 -2.51856 -0.736
O 2.30968 3.03950 -3.01628 -0.809
O 0.63369 1.83690 -3.89546 -0.757
Cl 0.80596 -0.21589 0.86460 1.601
O 1.00134 0.86530 -0.07166 -0.611
O -0.14294 -1.14453 0.23885 -0.523
O 2.06667 -0.94212 1.02875 -0.762
O 0.32304 0.24814 2.10479 -0.660
```

Entry 3:
The following is a quantum chemistry calculation of C34H50IrN14P as an isolated structure, from the Open Molecules 2025 dataset.

Summary:
Energy above the lowest of the compared OMol25 structures with the same formula, charge and spin, kcal/mol: 0.0
⟨S²⟩: 0.78
Net charge: +1
Spin multiplicity: 2
HOMO (spin up / spin down), eV: -10.05 / -10.47
Electronic energy, Eh: -2537.54401
F_max, eV/Å: 0.49

Structure (XYZ):
```
100
Properties=species:S:1:pos:R:3:mulliken_charge:R:1
Ir -1.70539 -0.38397 0.02782 0.848
N -5.00985 -1.24588 0.59676 0.036
C -4.08889 -2.24692 0.59021 0.318
N -4.33118 -3.53214 0.70848 -0.567
N -3.11178 -4.11534 0.61955 -0.750
N -2.18704 -3.25327 0.46693 -0.249
N -2.77163 -2.01723 0.44426 0.617
C -4.70613 0.04943 0.27412 0.238
N -5.59107 1.01290 0.14604 -0.602
N -4.87251 2.09483 -0.20555 -0.804
N -3.62466 1.82600 -0.28279 -0.204
N -3.47105 0.51264 0.01597 0.937
H -5.98412 -1.48566 0.69324 0.280
C -3.33170 3.49399 2.48375 -1.641
C -1.87185 3.09800 2.24807 2.471
C -0.95556 4.31167 2.41292 -1.651
C -1.47844 1.96037 3.17209 0.693
C -1.66913 2.10942 4.54077 -0.423
C -1.41391 1.07085 5.41734 -1.757
C -0.98799 -0.15211 4.93118 -0.460
C -0.77149 -0.35506 3.57285 1.010
C -0.32133 -1.72596 3.11168 1.957
C 1.04514 -2.08331 3.70313 -1.618
C -1.35709 -2.78614 3.49155 -1.824
C -0.98481 0.72819 2.71104 -1.079
N -0.63040 0.61755 1.32225 1.050
C 0.33426 1.40436 0.84829 -0.433
C 0.43065 1.41805 -0.53939 -0.869
N -0.50490 0.71773 -1.16173 0.782
C -0.44887 0.64349 -2.59044 0.634
C -0.23436 1.81749 -3.34469 0.379
C 0.03900 1.66881 -4.70411 -0.824
C 0.05123 0.43786 -5.32584 -1.720
C -0.27221 -0.68650 -4.58961 -0.990
C -0.53905 -0.61778 -3.22742 0.526
C -1.02085 -1.90593 -2.56413 2.979
C -2.51393 -2.09502 -2.85926 -1.742
C -0.24682 -3.15925 -2.95139 -1.757
C -0.36179 3.28670 -2.90864 0.150
C 0.98726 3.98828 -2.69659 -1.443
C -1.35694 3.63613 -1.80629 -1.515
H -3.64904 4.22086 1.73625 0.407
H -3.46685 3.94045 3.47018 0.418
H -3.99457 2.63270 2.40744 0.312
H -1.80495 2.75419 1.21597 -1.514
H -1.03135 4.72864 3.41875 0.414
H -1.23734 5.09392 1.70679 0.422
H 0.09395 4.06196 2.24079 0.274
H -2.04106 3.05181 4.92087 0.381
H -1.56837 1.20672 6.47951 0.384
H -0.82120 -0.96965 5.62080 0.403
H -0.22129 -1.72359 2.02154 -0.834
H 0.97716 -2.25339 4.77855 0.389
H 1.76984 -1.27982 3.54973 0.299
H 1.42241 -3.00611 3.25516 0.414
H -1.43221 -2.87236 4.57677 0.400
H -1.08091 -3.75991 3.08834 0.460
H -2.34444 -2.53014 3.10940 0.282
H 0.92798 1.99440 1.53264 0.735
H 1.18585 1.94482 -1.10103 0.307
H 0.20673 2.56279 -5.29329 0.512
H 0.25589 0.36150 -6.38516 0.390
H -0.34113 -1.64364 -5.08811 0.367
H -0.92129 -1.81759 -1.46925 -1.400
H -2.67118 -2.23382 -3.93044 0.465
H -3.09772 -1.22376 -2.55403 0.269
H -2.89825 -2.97435 -2.33959 0.411
H -0.39942 -3.42668 -3.99722 0.423
H -0.59696 -3.99681 -2.34701 0.452
H 0.82297 -3.04245 -2.78900 0.238
H -0.78270 3.74557 -3.80762 0.859
H 1.40800 3.80044 -1.70614 0.239
H 0.84867 5.06781 -2.76838 0.423
H 1.72210 3.69518 -3.44771 0.365
H -1.02290 3.36670 -0.80507 0.017
H -2.32191 3.16023 -1.96210 0.347
H -1.50583 4.71735 -1.81258 0.600
C 5.22826 -2.95573 -0.37179 -0.749
N 4.90634 -1.91532 0.71239 0.116
C 5.46758 -0.56336 0.24822 -0.777
N 4.95346 -0.21135 -1.02504 0.225
C 5.27530 -1.24671 -2.00474 -0.927
N 4.72237 -2.54413 -1.62850 0.231
C 3.25695 -2.55650 -1.68153 -1.515
P 2.43428 -1.34522 -0.52811 1.395
C 3.42868 -1.83054 0.97320 -1.332
C 3.51905 0.09745 -0.98982 -1.322
H 4.78740 -3.89799 -0.04806 0.373
H 6.31565 -3.03637 -0.39546 0.367
H 5.38204 -2.18657 1.57407 0.354
H 6.55065 -0.68572 0.20969 0.356
H 5.19864 0.16912 1.00876 0.371
H 6.36071 -1.33393 -2.07947 0.300
H 4.88091 -0.95626 -2.97667 0.374
H 2.89652 -3.56537 -1.46884 0.473
H 2.94647 -2.32061 -2.70083 0.491
H 3.09991 -2.80040 1.34744 0.461
H 3.27882 -1.10043 1.76904 0.416
H 3.35099 0.91677 -0.28748 0.530
H 3.21146 0.45780 -1.97470 0.477
```

Entry 4:
The following is a quantum chemistry calculation of C3F3I2NO2S as an isolated structure in a non-equilibrium geometry, from the Open Molecules 2025 dataset.

Summary:
⟨S²⟩: 2.02
Net charge: 0
Spin multiplicity: 3
HOMO (spin up / spin down), eV: -7.80 / -9.59
Electronic energy, Eh: -1612.45694
F_max, eV/Å: 1.87

Structure (XYZ):
```
12
Properties=species:S:1:pos:R:3:mulliken_charge:R:1
C 0.75052 0.42888 0.39572 -0.051
C 1.91824 -0.09021 0.08921 -0.380
C -1.79974 -1.10545 -0.30401 0.796
N 0.21184 1.73589 0.36547 1.041
O 0.97004 2.58436 -0.05869 -0.573
O -0.91367 1.90929 0.74771 -0.574
F -3.10472 -1.06158 -0.07032 -0.214
F -1.48622 -0.12769 -1.14950 -0.194
F -1.54123 -2.25229 -0.93335 -0.221
S -0.85863 -0.97717 1.26758 0.057
I 2.34938 -2.12172 0.28226 0.163
I 3.50419 1.07769 -0.63208 0.150
```

Entry 5:
The following is a quantum chemistry calculation of C20H30O19Rb2S as an isolated structure in a non-equilibrium geometry, from the Open Molecules 2025 dataset.

Summary:
Energy above the lowest of the compared OMol25 structures with the same formula, charge and spin, kcal/mol: 0.0
Net charge: 0
HOMO, eV: -9.40
Electronic energy, Eh: -2656.14855
F_max, eV/Å: 4.64

Structure (XYZ):
```
72
Properties=species:S:1:pos:R:3:mulliken_charge:R:1
Rb -12.98083 5.68661 -1.28630 1.055
Rb -14.27176 10.88612 1.32798 0.955
S -12.49574 8.14629 0.74570 0.235
O -11.26556 7.69152 0.00269 -0.689
O -12.14661 9.03942 1.86456 -0.552
O -13.33021 8.83611 -0.23623 -0.458
O -13.29575 6.98314 1.17656 -0.532
C -12.44670 6.16067 4.09290 -1.065
C -13.95127 5.95227 3.90283 0.541
C -14.37469 4.88615 2.88321 -0.028
O -14.96734 3.86365 3.64163 -0.430
C -14.90618 4.21588 5.02272 0.516
O -15.22576 3.43560 5.86728 -0.533
O -14.47694 5.45478 5.15323 -0.444
H -12.05893 6.77385 3.28151 0.058
H -11.94348 5.19443 4.14677 0.382
H -12.34070 6.61264 5.07954 0.373
H -14.43362 6.92290 3.79200 0.159
H -13.46055 4.63869 2.34315 0.170
H -15.08013 5.32959 2.18046 0.209
C -12.65908 10.51998 6.46050 -1.567
C -11.56510 10.18488 5.46265 1.274
C -10.99630 11.40413 4.71585 -0.338
O -9.60130 11.13058 4.62374 -0.312
C -9.25878 10.24881 5.54991 0.699
O -8.12337 10.07210 5.95213 -0.583
O -10.40738 9.67039 6.01710 -0.417
H -12.34502 11.38999 7.03740 0.378
H -12.89905 9.67772 7.10856 0.367
H -13.58099 10.77559 5.93676 0.345
H -11.92044 9.45706 4.73012 -0.223
H -11.12905 12.38211 5.18023 0.320
H -11.52043 11.45840 3.76161 0.159
C -8.66871 5.74384 3.39127 -1.536
C -8.85454 6.76232 2.25968 1.087
C -9.11857 8.18492 2.70788 0.467
O -7.94634 8.86433 2.34456 -0.382
C -7.10985 8.07255 1.66952 0.492
O -6.06861 8.47440 1.21279 -0.583
O -7.56842 6.81102 1.63191 -0.435
H -9.52749 5.51053 4.02118 0.246
H -8.01012 6.22501 4.11866 0.433
H -8.14631 4.83977 3.08131 0.359
H -9.59451 6.33452 1.58252 0.091
H -9.43364 8.24337 3.75049 0.099
H -9.97607 8.56324 2.15100 -0.397
C -11.04852 10.64595 -2.25994 -1.063
C -9.56578 10.48560 -2.00113 0.512
C -9.05018 9.22141 -1.36410 0.280
O -7.78299 9.00272 -1.96428 -0.309
C -7.74224 9.78723 -3.04855 0.516
O -6.81526 9.88532 -3.83277 -0.612
O -8.90489 10.40333 -3.22185 -0.400
H -11.58556 11.01243 -1.38171 0.194
H -11.65488 9.75293 -2.41635 0.101
H -11.14758 11.34534 -3.08943 0.460
H -9.15339 11.31668 -1.42382 0.259
H -9.69445 8.40472 -1.68838 0.058
H -8.92190 9.31248 -0.28703 -0.015
C -16.91491 9.99635 -2.78349 -1.326
C -15.65866 9.17055 -2.39872 1.032
C -15.91930 7.67964 -2.13150 -0.296
O -14.87550 7.06731 -2.85533 -0.374
C -14.29140 7.85923 -3.66904 0.719
O -13.58649 7.51329 -4.59724 -0.583
O -14.72970 9.13471 -3.44743 -0.396
H -17.28211 9.42826 -3.63856 0.343
H -16.61278 11.03888 -2.85250 0.371
H -17.66564 9.81297 -2.01363 0.377
H -15.27420 9.54362 -1.44866 -0.314
H -16.89118 7.34909 -2.49878 0.298
H -15.84397 7.56735 -1.05037 0.203
```

Entry 6:
The following is a quantum chemistry calculation of one molecule with the formula C9H7ClN2Si in a non-equilibrium geometry, from the Open Molecules 2025 dataset.

Summary:
⟨S²⟩: 2.01
Net charge: 0
Spin multiplicity: 3
HOMO (spin up / spin down), eV: -6.26 / -9.79
Electronic energy, Eh: -1206.19179
F_max, eV/Å: 7.16

Structure (XYZ):
```
20
Properties=species:S:1:pos:R:3:mulliken_charge:R:1
C 0.62008 -0.43662 -4.39922 0.074
C 1.57352 2.18186 -3.26716 0.153
C 1.15825 -1.28440 0.22668 -0.338
C 0.31481 -1.23019 -0.82453 -0.968
C 1.50777 -0.11824 0.97713 -0.115
C -0.23522 0.02511 -1.26644 0.017
C 0.83119 1.03535 0.85587 -0.843
C -0.43053 0.89283 -0.02918 0.540
C -1.64382 1.18370 0.59154 -1.004
N 0.05304 -0.91303 -5.26500 -0.388
N 1.65762 3.30453 -3.46674 -0.401
Si 1.24367 0.39698 -2.78592 0.780
Cl 3.07826 -0.43290 -2.41190 -0.234
H 1.59144 -2.20863 0.52532 0.421
H -0.05919 -2.11381 -1.21546 0.567
H 2.45304 -0.40685 1.50280 0.294
H -1.21546 -0.29625 -1.67558 0.369
H 1.01573 2.07367 1.00332 0.458
H -2.59865 0.97535 0.15989 0.312
H -1.57397 1.56765 1.57296 0.307
```